{"formula": "C3H9NOSi", "method": "wB97M-V/def2-TZVPD", "gap_ev": [8.4, 8.3], "total_energy_ha": -539.07635, "max_force_ha_per_bohr": 0.0545, "smiles": "CC[Si@@H](C)N=O", "e_above_lowest_kcal_mol": 78.0, "lumo_ev": [-0.071, -0.067], "elements": ["C", "C", "Si", "C", "N", "O", "H", "H", "H", "H", "H", "H", "H", "H", "H"], "positions_angstrom": [[-0.720, -0.568, 1.896], [0.485, 0.041, 1.062], [-0.092, 0.619, -0.666], [1.296, 0.301, -1.983], [-1.330, -0.391, -1.462], [-2.304, -0.752, -0.880], [-1.343, 0.286, 2.242], [-1.323, -1.187, 1.210], [-0.572, -1.217, 2.841], [1.282, -0.645, 1.019], [0.868, 0.869, 1.762], [-0.895, 1.936, -0.315], [1.557, -0.826, -2.058], [0.934, 0.739, -2.986], [2.158, 0.794, -1.682]], "forces_ev_per_a": [[-0.5, -0.3, 0.2], [-1.2, 1.1, 2.3], [1.0, 0.6, 0.9], [-2.4, -0.8, -1.0], [0.7, 0.0, -1.0], [-1.7, -0.6, 0.8], [0.1, -0.6, -0.3], [0.0, 0.2, 0.5], [0.6, 1.1, -1.6], [1.0, -1.0, -0.3], [-0.3, -0.7, -1.5], [1.0, -0.9, -0.9], [-0.8, 1.9, 0.1], [0.7, -1.0, 1.4], [1.8, 1.0, 0.4]], "mulliken_charge": [-0.945, -0.603, 0.481, -0.968, 0.044, -0.328, 0.261, 0.279, 0.290, 0.407, 0.283, -0.109, 0.284, 0.260, 0.362]}